Version a
96
Properties=species:S:1:pos:R:3:lowdin_charge:R:1 method="wB97M-V/def2-TZVPD" lumo_ev=-0.04 charge=0 gap_ev=9.29 smiles="NC(N)=O.NC(N)=O.NC(N)=O.NC(N)=O.NC(N)=O.NC(N)=O.CC(C)O.CC(C)O.CC(C)O.CO.CO" homo_ev=-9.33
N 2.9372 1.5424 -1.2375 0.147
C 2.8392 2.7591 -0.8304 -0.596
N 2.7905 2.6909 0.4545 0.172
O 2.6463 3.9166 -1.5891 -0.120
H 3.1267 1.3440 -2.2680 0.078
H 3.0840 0.7557 -0.6752 0.048
H 2.7512 3.5941 0.9548 0.144
H 3.1257 1.9022 1.0194 0.138
N 0.3869 0.0521 -1.3406 0.203
C -0.3941 0.2560 -0.3106 -0.572
N -1.2828 -0.7148 -0.1558 0.129
O -0.2298 1.2752 0.5675 -0.064
H 1.1344 0.6554 -1.5302 0.059
H 0.0272 -0.5986 -2.1009 0.069
H -2.1007 -0.5005 0.4576 0.039
H -1.2255 -1.5684 -0.7290 0.062
N 3.7632 -0.7616 -3.8978 0.155
C 2.7211 0.0558 -4.1087 -0.490
N 2.9893 1.3472 -3.9335 0.151
O 1.4575 -0.5184 -4.3676 -0.126
H 4.7483 -0.4738 -3.7264 0.134
H 3.6032 -1.8115 -3.8871 0.159
H 2.1919 1.9702 -4.1347 0.086
H 3.8964 1.7719 -3.8013 0.144
N -3.6239 -2.5711 1.2677 0.129
C -4.4766 -3.0115 2.1326 -0.643
N -4.3126 -2.8341 3.3960 0.174
O -5.6071 -3.6809 1.7413 -0.108
H -3.8787 -2.9214 0.3306 0.160
H -2.6450 -2.4581 1.5555 0.077
H -3.5061 -2.3832 3.8950 0.143
H -5.0745 -3.1429 4.0111 0.138
N -3.3165 2.1212 0.9996 0.200
C -3.8712 0.9770 0.8295 -0.601
N -3.2095 -0.0106 1.3757 0.101
O -4.9571 0.7856 -0.0209 -0.107
H -3.8114 2.9627 0.8366 0.122
H -2.3745 2.3361 1.2595 0.075
H -3.6594 -1.0110 1.1957 0.101
H -2.7072 0.1048 2.2626 0.142
N -0.6528 -1.5102 -3.1991 0.144
C -0.4230 -2.6398 -2.5884 -0.610
N -1.3104 -2.9401 -1.7174 0.157
O 0.6822 -3.4268 -2.9062 -0.093
H 0.1475 -1.2809 -3.8382 0.082
H -1.4684 -0.9137 -3.0930 0.107
H -1.2188 -3.8360 -1.1539 0.194
H -2.1608 -2.5508 -1.9372 0.103
C 0.2501 2.2512 3.9380 -0.054
C -0.7717 3.0359 3.1736 -0.650
C -1.3490 4.1314 4.1349 -0.023
O -0.3452 3.6076 2.1338 0.030
H -0.1994 1.4978 4.5986 0.075
H 0.9496 2.8631 4.6046 0.114
H 0.7246 1.5804 3.2074 0.053
H -1.5219 2.3035 2.9271 0.099
H -1.5645 3.7951 5.1279 0.066
H -2.1748 4.6867 3.6198 0.089
H -0.6623 4.9477 4.2255 0.065
H 0.0062 2.9473 1.5748 0.035
C 0.6278 -1.0128 2.9113 -0.026
C 0.0816 -2.3259 2.4404 -0.651
C 0.1810 -3.4284 3.4766 -0.021
O -1.0369 -2.1629 1.9599 -0.046
H 1.6896 -1.0840 3.1773 0.103
H 0.2407 -0.6037 3.8136 0.064
H 0.4948 -0.3975 2.0434 0.045
H 0.7232 -2.7247 1.5942 0.135
H 1.1599 -3.6963 3.7948 0.070
H -0.1681 -4.3885 3.0523 0.092
H -0.3494 -3.2304 4.3804 0.068
H -0.9387 -1.7316 1.0583 0.066
C 4.5053 -1.6609 -0.7118 -0.024
C 3.0051 -1.6483 -0.5831 -0.633
C 2.4337 -3.0529 -0.4148 -0.023
O 2.5211 -0.8105 0.2372 -0.014
H 4.9708 -0.6643 -0.9309 0.092
H 4.8737 -2.1410 -1.6130 0.071
H 5.0724 -2.1548 -0.0306 0.044
H 2.5893 -1.3622 -1.5089 0.093
H 2.7608 -3.4308 0.5576 0.094
H 2.8276 -3.6835 -1.2048 0.088
H 1.3749 -2.9746 -0.5100 0.039
H 1.6104 -0.7629 -0.1087 0.071
C 0.1807 2.7475 -3.8770 -0.166
O 1.2187 3.5827 -4.3522 -0.089
H -0.2284 1.9039 -4.4926 0.113
H -0.6458 3.3453 -3.5604 0.049
H 0.4113 2.2655 -2.9095 0.063
H 1.7300 3.8238 -3.6213 0.012
C -2.5250 2.1371 -2.2175 -0.098
O -2.5835 0.6926 -2.5014 -0.131
H -1.5845 2.4191 -1.6526 0.091
H -3.3884 2.4037 -1.6265 0.060
H -2.5144 2.7229 -3.1125 0.062
H -2.2147 0.3360 -1.6871 0.006

---

Version b
96
Properties=species:S:1:pos:R:3:lowdin_charge:R:1 method="wB97M-V/def2-TZVPD" lumo_ev=-0.17 charge=0 gap_ev=8.70 smiles="NC(N)=O.NC(N)=O.NC(N)=O.NC(N)=O.NC(N)=O.NC(N)=O.CC(C)O.CCO.CCO.CCO.CCO" homo_ev=-8.87
N 4.3947 -0.7887 1.2048 0.172
C 4.8351 -1.8931 0.5445 -0.644
N 6.1824 -1.9743 0.3912 0.160
O 4.0702 -2.7735 0.1751 0.026
H 4.9962 -0.0479 1.5087 0.099
H 3.3989 -0.6832 1.2667 0.077
H 6.6273 -2.7589 -0.0487 0.110
H 6.8294 -1.3693 0.8640 0.095
N -1.1139 -0.6412 4.9126 0.157
C -1.9227 0.4279 5.1662 -0.681
N -1.2140 1.5177 5.6232 0.146
O -3.1365 0.3930 5.0680 0.023
H -1.3896 -1.5920 4.7537 0.109
H -0.1353 -0.5527 5.1255 0.093
H -1.7152 2.3673 5.7874 0.091
H -0.2263 1.4036 5.7373 0.094
N -1.4691 -3.2540 -2.8619 0.166
C -1.0853 -2.1670 -3.5719 -0.685
N -1.4804 -0.9930 -3.0005 0.180
O -0.4137 -2.2369 -4.5984 -0.004
H -1.9724 -3.0779 -2.0085 0.023
H -1.4538 -4.1125 -3.3796 0.109
H -1.8993 -0.9856 -2.0865 0.063
H -1.1713 -0.1531 -3.4361 0.069
N -3.4674 -0.7858 0.7106 0.181
C -3.2688 -2.1017 0.4277 -0.627
N -3.6642 -2.8986 1.4752 0.162
O -2.8982 -2.5700 -0.6398 0.005
H -3.2169 -0.0302 0.0508 0.069
H -3.9058 -0.4678 1.5553 0.096
H -3.8342 -2.4449 2.3517 0.092
H -3.5701 -3.8892 1.3512 0.098
N -0.3071 5.8125 2.5504 0.163
C -0.4563 4.4564 2.5517 -0.651
N -1.2927 3.9953 3.5212 0.163
O 0.0368 3.7276 1.6956 0.019
H 0.2395 6.2222 1.8136 0.106
H -0.5035 6.3985 3.3401 0.098
H -1.4621 3.0040 3.4985 0.075
H -1.6261 4.5273 4.3016 0.101
N 0.8711 4.5009 -1.4622 0.163
C 2.0865 4.3708 -2.0905 -0.696
N 2.7327 3.2031 -1.7993 0.159
O 2.5535 5.2076 -2.8480 0.010
H 0.5030 5.4332 -1.4923 0.100
H 0.5732 3.7920 -0.8144 0.053
H 3.6091 3.0816 -2.2717 0.105
H 2.3045 2.4747 -1.2544 0.054
C 0.8998 -0.8910 -0.3277 -0.031
C 0.2750 0.3338 0.2960 -0.443
C 0.0522 0.1613 1.7922 -0.061
O 1.1744 1.4592 0.1236 -0.083
H 1.7190 -1.1624 0.3433 0.053
H 1.3673 -0.6681 -1.2859 0.088
H 0.2303 -1.7469 -0.3856 0.075
H -0.7062 0.6287 -0.0945 0.113
H -0.4962 -0.7519 2.0221 0.062
H -0.5991 0.9589 2.1657 0.048
H 0.9900 0.2736 2.3437 0.090
H 0.9712 2.0229 0.8892 0.045
C -0.6136 -4.6980 0.8641 -0.078
C 0.5158 -3.8485 1.4393 -0.313
O 1.0262 -4.5185 2.5902 -0.081
H -0.1871 -5.6742 0.6252 0.082
H -1.0964 -4.2549 -0.0075 0.048
H -1.3780 -4.8345 1.6296 0.062
H 0.0946 -2.9228 1.8456 0.088
H 1.2945 -3.5680 0.7296 0.081
H 1.6842 -5.1644 2.3149 0.085
C 2.5024 -3.4523 -2.8747 -0.069
C 1.9492 -4.5710 -1.9947 -0.291
O 3.0088 -5.0202 -1.1302 -0.123
H 3.3846 -3.7313 -3.4453 0.076
H 2.7093 -2.5521 -2.2949 0.053
H 1.6887 -3.1901 -3.5619 0.054
H 1.5974 -5.4449 -2.5413 0.110
H 1.1453 -4.2584 -1.3217 0.072
H 3.3239 -4.2673 -0.6093 0.009
C 0.4270 2.2424 -4.3825 -0.080
C -0.7889 3.1178 -4.3670 -0.268
O -1.8981 2.4611 -3.6663 -0.107
H 1.2589 2.6821 -4.9391 0.087
H 0.2286 1.3354 -4.9579 0.080
H 0.8393 2.0254 -3.3968 0.060
H -1.1409 3.3430 -5.3776 0.114
H -0.6069 4.0876 -3.8936 0.100
H -2.6210 3.0793 -3.8179 0.088
C -3.1574 2.5729 0.8560 -0.082
C -2.7430 2.6028 -0.5992 -0.315
O -2.9388 1.3467 -1.2257 -0.110
H -4.1495 2.1591 1.0415 0.081
H -3.0240 3.5373 1.3430 0.070
H -2.4457 1.9151 1.3677 0.047
H -1.6693 2.8345 -0.5661 0.097
H -3.2059 3.4312 -1.1452 0.115
H -2.4643 1.5056 -2.0718 0.057

---

Of them, version b has the highest stability.

---

Version a
21
Properties=species:S:1:pos:R:3:lowdin_charge:R:1 method="wB97M-V/def2-TZVPD" lumo_ev=0.49 charge=0 gap_ev=9.06 smiles="N#CCC(=O)Nc1ccccc1O" homo_ev=-8.58
N -0.9238 -2.2819 1.1750 0.175
C -0.0132 -2.2750 0.4597 -0.214
C 1.0844 -2.3282 -0.4987 -0.070
C 1.1219 -1.3394 -1.6595 -0.407
O 1.7623 -1.5872 -2.7017 0.031
N 0.6006 -0.0589 -1.6348 0.125
C -0.0141 0.7080 -0.6960 -0.190
C -1.2442 1.3776 -0.8472 -0.041
C -1.9502 1.9815 0.1527 -0.109
C -1.5238 1.7133 1.4604 -0.098
C -0.3155 1.0641 1.7784 -0.022
C 0.4800 0.6441 0.6849 -0.279
O 1.6869 0.0621 0.8609 0.025
H 2.0363 -2.1116 -0.0433 0.124
H 0.9343 -3.2572 -1.0627 0.141
H 0.8221 0.3660 -2.5318 0.164
H -1.4474 1.5694 -1.8901 0.110
H -2.8961 2.6359 0.0986 0.135
H -2.1621 2.1890 2.2724 0.121
H 0.2173 0.9136 2.7447 0.123
H 1.7444 0.0147 1.8779 0.157

---

Version b
21
Properties=species:S:1:pos:R:3:lowdin_charge:R:1 method="wB97M-V/def2-TZVPD" lumo_ev=0.48 charge=0 gap_ev=8.79 smiles="CNc1nc2ccccc2c(=O)o1" homo_ev=-8.31
C -3.6025 -0.8878 0.1875 -0.088
N -2.8874 0.3015 -0.1907 0.003
C -1.5674 0.3560 -0.1363 -0.392
N -0.7330 -0.6858 -0.0647 0.163
C 0.5742 -0.3889 -0.2486 -0.290
C 1.5043 -1.4712 -0.1078 -0.023
C 2.9030 -1.3234 -0.0263 -0.052
C 3.4400 0.0463 0.0518 -0.075
C 2.5320 1.0907 0.0724 -0.007
C 1.1083 0.8177 -0.0726 -0.086
C 0.1570 2.0019 -0.0042 -0.325
O 0.5180 3.1600 0.0332 0.119
O -1.1820 1.6344 -0.1943 0.141
H -4.2788 -0.5690 1.0969 0.116
H -2.8488 -1.6224 0.5985 0.092
H -4.2191 -1.2853 -0.6666 0.092
H -3.4651 1.1785 -0.1589 0.180
H 1.0073 -2.5010 -0.1862 0.128
H 3.6429 -2.1739 -0.0704 0.112
H 4.4899 0.2126 0.0295 0.082
H 2.9070 2.1091 0.0579 0.112

---

Version c
21
Properties=species:S:1:pos:R:3:lowdin_charge:R:1 method="wB97M-V/def2-TZVPD" lumo_ev=0.35 charge=0 gap_ev=9.73 smiles="CNC(=O)Oc1ccccc1C#N" homo_ev=-9.37
C 3.1798 1.1099 0.4360 -0.065
N 3.0180 -0.2195 -0.2990 -0.016
C 1.8621 -0.9418 -0.4143 -0.498
O 1.6234 -2.1263 -0.5683 0.089
O 0.8142 -0.0540 -0.0482 0.051
C -0.5139 -0.2785 -0.0029 -0.212
C -1.1566 -1.4842 0.0708 0.010
C -2.5473 -1.6801 0.1757 -0.037
C -3.3580 -0.5736 -0.0997 -0.039
C -2.6637 0.6579 -0.1389 -0.049
C -1.3310 0.8382 -0.2022 -0.175
C -0.9146 2.1881 -0.2620 -0.156
N -0.5801 3.3076 -0.3750 0.162
H 2.8822 0.8603 1.6024 0.140
H 4.2929 1.4087 0.3032 0.101
H 2.5475 1.8069 -0.0907 0.056
H 3.9715 -0.8998 -0.1155 0.233
H -0.4533 -2.3131 0.0521 0.110
H -3.0309 -2.5786 0.3703 0.084
H -4.4871 -0.5252 0.0056 0.129
H -3.1550 1.4973 -0.3994 0.083

---

Of them, version b has the highest stability.

---

Version a
15
Properties=species:S:1:pos:R:3:lowdin_charge:R:1 method="wB97M-V/def2-TZVPD" lumo_ev="-7.78 / -6.92" charge=+1 gap_ev="5.40 / 7.27" homo_ev="-13.19 / -14.19"
C 0.9143 -1.8845 -0.2890 -0.177
C -0.9087 -0.5489 0.4321 -0.278
C 2.0056 -0.9470 -0.5980 -0.407
C -1.0051 1.9627 0.1844 -0.048
N -0.2329 -1.7597 0.2835 0.112
N -0.5962 0.6252 -0.2695 -0.130
Br 2.2943 0.8352 -0.2242 0.975
H 1.2690 -2.8955 -0.3219 0.115
H -2.0547 -0.9811 0.3971 0.228
H -0.7547 -0.1663 1.4440 0.157
H 2.9270 -1.5527 -0.6955 0.076
H -0.1077 2.4646 0.3010 0.024
H -1.5498 2.5528 -0.5806 0.115
H -1.5302 1.7463 1.1771 0.127
H -0.6702 0.5490 -1.2405 0.112

---

Version b
15
Properties=species:S:1:pos:R:3:lowdin_charge:R:1 method="wB97M-V/def2-TZVPD" lumo_ev=-3.49 charge=+1 gap_ev=11.32 smiles="C[N@H+]1CC=N[C@@H]1Br" homo_ev=-14.81
C 0.8143 -1.4123 -0.4336 0.017
N -0.0945 -0.4843 0.2682 -0.162
C 0.5956 0.7253 0.8315 -0.057
C -0.0403 1.8778 0.1057 -0.142
N -0.9845 1.6287 -0.6680 0.114
C -1.2082 0.0003 -0.6116 -0.612
Br -2.9431 -0.4085 0.1355 0.803
H 0.2812 -2.3305 -0.6763 0.120
H 1.1879 -0.9604 -1.3522 0.124
H 1.6605 -1.6630 0.2057 0.117
H -0.5314 -1.0010 1.0401 0.150
H 1.6702 0.6763 0.6481 0.141
H 0.4234 0.8132 1.9072 0.149
H 0.3096 2.8889 0.2387 0.135
H -1.1407 -0.3505 -1.6390 0.104

---

Of them, version b has the highest stability.

---

Version a
7
Properties=species:S:1:pos:R:3:lowdin_charge:R:1 method="wB97M-V/def2-TZVPD" lumo_ev=-0.23 charge=0 gap_ev=9.80 smiles="C=NN1C#C1" homo_ev=-10.03
C 1.2763 0.0259 -0.0870 0.038
N 0.1011 0.1673 -0.6623 0.042
N -1.0324 0.0510 -0.0667 -0.320
C -2.0123 -0.8336 0.0503 0.015
C -2.1282 0.5982 0.4856 0.043
H 2.3065 0.1269 -0.6888 0.118
H 1.4889 -0.1356 0.9689 0.064

---

Version b
7
Properties=species:S:1:pos:R:3:lowdin_charge:R:1 method="wB97M-V/def2-TZVPD" lumo_ev=-0.11 charge=0 gap_ev=9.45 homo_ev=-9.56
C -0.7582 -1.2964 0.3064 -0.118
C -0.9186 -2.5316 0.7610 -0.070
C -0.1716 -0.1070 0.0265 0.004
N 0.3576 -2.7031 0.6322 -0.162
N 1.4698 -2.5828 0.6422 0.266
H 0.1660 0.4727 0.7910 0.019
H -0.1296 0.3847 -0.9480 0.062

---

Of them, version b has the highest stability.